[1]
ORCA calculation (wB97M-V/def2-TZVPD) on C54H58N4O2P3Tl as an isolated structure at a distorted geometry.

Properties
Total energy ... -3658.22359 hartree
HOMO ... -4.679 eV
Spin multiplicity ... 1
LUMO energy ... -0.9 eV
Gap between HOMO and LUMO ... 0.139 Eh

Geometry (Å):
1 Tl 0.61904 -1.32476 -3.48362
2 C -1.12161 1.03307 5.64473
3 N -0.26376 2.16521 5.92172
4 C -0.51391 3.30930 5.02466
5 P -0.19084 2.74368 3.28560
6 C 1.51890 3.16338 2.67836
7 C 1.69739 3.51309 1.28523
8 C 2.97230 3.91173 0.85849
9 C 4.00286 4.04265 1.80574
10 C 3.87815 3.58652 3.12225
11 C 2.57579 3.26789 3.61533
12 C -1.32897 3.80556 2.33062
13 C -1.16795 5.19014 2.42961
14 C -1.94140 6.05645 1.68991
15 C -2.86801 5.54826 0.77730
16 C -2.93380 4.17486 0.57317
17 C -2.15104 3.28939 1.28171
18 C 0.10928 2.47821 7.26158
19 C 0.83644 1.55162 7.98924
20 C 1.16035 1.81210 9.29418
21 C 0.70132 3.01733 9.88562
22 C -0.08006 3.94285 9.15672
23 C -0.37078 3.67773 7.84037
24 P -0.96256 0.45355 3.83506
25 C 0.36135 -0.77079 3.89440
26 C 1.65595 -0.29982 4.16622
27 C 2.74570 -1.16051 3.99229
28 C 2.47042 -2.46032 3.63899
29 C 1.17836 -3.01248 3.71005
30 C 0.12086 -2.15493 3.83200
31 C -2.57886 -0.46055 3.57667
32 C -3.26921 -0.38297 2.37321
33 C -4.49010 -0.99786 2.28722
34 C -5.01603 -1.74525 3.35394
35 C -4.33280 -1.78560 4.54843
36 C -3.10750 -1.10871 4.70672
37 H -2.19628 1.32477 5.75586
38 H -0.87999 0.24944 6.35444
39 H 0.09831 4.18252 5.31320
40 H -1.54812 3.55772 5.22341
41 H 0.94870 3.39522 0.56442
42 H 3.16867 4.29507 -0.14477
43 H 5.00211 4.42039 1.51441
44 H 4.77827 3.52839 3.85511
45 H 2.42614 2.90948 4.63434
46 H -0.51639 5.60639 3.20520
47 H -1.93053 7.11820 1.90909
48 H -3.45321 6.14601 0.07016
49 H -3.63185 3.81984 -0.21384
50 H -2.12063 2.28667 0.94913
51 H 1.20772 0.66760 7.45496
52 H 1.71956 1.08615 9.87281
53 H 0.90097 3.35404 10.89895
54 H -0.39080 4.83900 9.68084
55 H -0.82345 4.47766 7.24430
56 H 1.90716 0.72411 4.45008
57 H 3.78751 -0.76091 4.13342
58 H 3.29968 -3.14102 3.48851
59 H 0.94202 -4.01570 3.37013
60 H -0.94253 -2.50649 3.86805
61 H -2.80730 0.11517 1.51137
62 H -5.04398 -1.06821 1.34085
63 H -5.99550 -2.23287 3.22833
64 H -4.73830 -2.32056 5.43766
65 H -2.55656 -1.17180 5.63002
66 O -0.04493 1.46756 -4.16879
67 C 0.09142 2.06661 -5.47813
68 C 1.48766 1.94903 -6.07647
69 C 1.79111 1.86000 -7.47327
70 C 3.14171 1.97255 -7.84973
71 C 4.11169 2.02653 -6.84943
72 C 3.76458 1.84124 -5.56755
73 N 2.45172 1.78272 -5.13475
74 H 0.84927 1.54166 -3.77489
75 H -0.09926 3.15371 -5.51574
76 H -0.60452 1.73178 -6.22703
77 H 1.06495 1.63717 -8.25226
78 H 3.38717 2.08159 -8.95858
79 H 5.11073 2.33110 -7.15797
80 H 4.57488 1.71771 -4.77524
81 N 5.78775 -4.87267 -8.54609
82 C 5.18298 -4.18659 -7.81021
83 C 4.45520 -3.32235 -6.94018
84 C 5.05645 -2.37011 -6.16105
85 C 4.27372 -1.70433 -5.22878
86 N 2.91745 -1.86659 -5.17727
87 C 2.30448 -2.64295 -6.11033
88 C 3.05239 -3.41035 -7.01146
89 H 6.04777 -2.01820 -6.36657
90 H 4.68845 -0.90171 -4.56661
91 H 1.23916 -2.43943 -6.26214
92 H 2.53377 -4.04501 -7.68211
93 O 1.06712 1.04768 -1.54179
94 H 1.95725 1.23203 -1.17886
95 H 0.54466 0.60538 -0.86620
96 C -2.16893 -1.61431 -4.97737
97 C -3.25783 -2.46841 -4.87629
98 C -3.45121 -3.56614 -5.79996
99 C -4.42352 -4.55551 -5.64086
100 C -5.18444 -4.58275 -4.51708
101 C -5.10551 -3.46670 -3.63222
102 C -4.28850 -2.39276 -3.83210
103 H -2.15388 -0.65625 -4.38843
104 H -1.50729 -1.59962 -5.83999
105 H -2.68950 -3.69322 -6.54517
106 H -4.60077 -5.32881 -6.43076
107 H -5.84812 -5.41113 -4.31325
108 H -5.78274 -3.50286 -2.76521
109 H -4.21656 -1.50494 -3.15886
110 C -0.34925 -6.14091 -2.27038
111 P -0.68843 -4.29851 -2.13472
112 C 0.70543 -3.98724 -0.88751
113 C -2.17432 -4.37052 -1.06161
114 H -1.01943 -6.56823 -1.56766
115 H 0.68841 -6.22348 -2.03128
116 H -0.50725 -6.55615 -3.29959
117 H 0.28860 -3.11732 -0.31737
118 H 1.61072 -3.66953 -1.27633
119 H 0.87496 -4.78224 -0.07203
120 H -1.97910 -5.13639 -0.27310
121 H -3.15899 -4.68197 -1.53016
122 H -2.32602 -3.34614 -0.63539

These are the Mulliken partial charges, in e, on atoms 1 to 5: 0.760, -1.533, 1.015, -2.086, 0.648

[2]
ORCA calculation (wB97M-V/def2-TZVPD) on C22H24MoNO3S2 as an isolated structure at a distorted geometry.

Properties
Total energy ... -1997.66539 hartree
HOMO (spin up / spin down) ... -0.996 / -3.700 eV
Spin multiplicity ... 3
LUMO energy (spin up / spin down) ... 2.3 / 2.3 eV
Gap between HOMO and LUMO (spin up / spin down) ... 0.121 / 0.220 Eh
Total charge ... -1
<S²> ... 2.024

Geometry (Å):
1 Mo -0.00156 0.04271 0.19968
2 C 1.80725 0.19404 1.50005
3 C 2.28681 -0.66673 0.44071
4 C 2.31076 0.09853 -0.77241
5 H 2.54368 -1.72156 0.54202
6 C 1.84968 1.43683 -0.47044
7 C 1.54953 1.49188 0.94128
8 H 1.24366 2.37386 1.49843
9 H 1.67402 -0.07585 2.54660
10 H 2.64926 -0.26108 -1.74841
11 H 1.78568 2.26559 -1.18203
12 C -2.15019 0.05173 1.09392
13 C -1.41513 1.23098 1.48151
14 C -1.19840 2.03277 0.31147
15 H -1.12675 1.48520 2.49940
16 C -1.76450 1.33281 -0.81920
17 C -2.33939 0.09605 -0.33160
18 H -2.82730 -0.67885 -0.92744
19 H -2.47233 -0.76043 1.74684
20 H -0.72095 3.01084 0.27292
21 H -1.80562 1.70993 -1.84395
22 O -0.12157 -0.97465 -2.01059
23 C -0.19409 -0.63323 -3.44399
24 C 0.50029 -1.96704 -3.82644
25 C 0.55598 0.63784 -3.76344
26 C -1.65646 -0.57694 -3.84582
27 C 0.41677 -2.33989 -2.35906
28 H 1.52302 -1.81607 -4.17120
29 H -0.08294 -2.59694 -4.49240
30 H -0.35480 -3.06717 -2.07338
31 H 1.36037 -2.51966 -1.82110
32 H 0.53204 0.80229 -4.85175
33 H 1.60117 0.57415 -3.43702
34 H 0.07942 1.50471 -3.27482
35 H -1.74666 -0.84839 -4.90754
36 H -2.06314 0.43821 -3.71618
37 H -2.25001 -1.27913 -3.24362
38 O -1.02078 1.83267 5.04235
39 S -0.29547 0.62429 5.31908
40 O 1.01317 0.66377 5.90834
41 N -0.01478 -0.05817 3.73154
42 C -0.51938 -1.20404 3.41645
43 S -0.20690 -1.91277 1.86416
44 C -1.34238 -1.75748 4.53962
45 C -2.04185 -2.96991 4.56596
46 C -2.73175 -3.33428 5.73252
47 C -2.72474 -2.49967 6.85781
48 C -2.01928 -1.27685 6.82673
49 C -1.32999 -0.91057 5.66035
50 H -2.03192 -3.60871 3.67997
51 H -3.27422 -4.27467 5.76119
52 H -3.25888 -2.78546 7.76231
53 H -1.99997 -0.61458 7.69302

These are the Mulliken partial charges, in e, on atoms 1 to 5: -0.038, -0.823, -0.744, -0.186, 0.389